No. 1
The following is a quantum chemistry calculation of a structure of composition C48H45BrCl2N8O3Re, from OMol25.

Properties
Total charge = +2
Frontier orbital gap (spin up / spin down) = 5.10 / 5.09 eV
2S+1 = 2
⟨S²⟩ = 0.756

Last column: Mulliken charge in e.
Element x y z (Å)
Re  -0.97520  0.00802  0.72630  0.49
N  1.29717  -0.34322  4.47001  0.30
C  0.83002  0.21656  3.36850  -1.18
N  -0.32450  -0.09445  2.82160  -0.49
C  -1.17098  -0.96689  3.52365  0.62
N  -2.40162  -1.04466  3.14064  -1.54
N  -2.52694  -0.18892  2.06409  0.77
C  -3.54262  0.58629  1.94176  -0.64
C  -3.31784  1.72560  1.06693  0.74
C  -4.24740  2.72279  0.84069  -0.97
C  -3.83924  3.87342  0.17859  -0.29
C  -2.52108  3.98371  -0.22354  -1.30
C  -1.64883  2.92549  -0.01302  0.05
N  -2.03248  1.81428  0.61373  0.30
C  -0.65750  -1.69499  4.66832  0.84
C  -1.37784  -2.71503  5.29492  -0.62
C  -0.80542  -3.40471  6.34221  -0.81
C  0.48393  -3.08648  6.77695  -0.49
C  1.20653  -2.07535  6.17513  -0.98
C  0.62321  -1.38719  5.11977  0.31
H  2.19350  -0.03784  4.82349  0.34
H  1.42555  1.00205  2.92730  1.10
H  -4.41905  0.47436  2.56981  0.62
H  -5.26288  2.60111  1.19010  0.53
H  -4.54249  4.67180  -0.01129  0.50
H  -2.16145  4.86681  -0.73047  0.47
H  -0.63278  2.94606  -0.37299  0.79
H  -2.37209  -2.94931  4.94378  0.53
H  -1.35501  -4.19575  6.83028  0.44
H  0.92447  -3.63769  7.59579  0.44
H  2.19980  -1.81928  6.51814  0.45
C  6.84550  -0.72216  2.20319  -2.05
C  5.68281  -1.71227  2.14954  1.84
C  5.41820  -2.23839  3.56836  -1.58
C  6.07251  -2.88109  1.23375  -1.66
C  4.40068  -1.07050  1.62936  -0.17
C  3.26598  -1.86433  1.44013  -0.79
C  2.10903  -1.26922  1.00622  0.84
Br  0.52756  -2.30925  0.81391  0.15
C  1.99646  0.10812  0.75133  -0.46
O  0.77807  0.58973  0.35115  0.45
C  3.11890  0.92385  0.91684  -0.26
C  4.28891  0.28511  1.35218  -0.31
C  3.21260  2.43544  0.66595  1.87
C  4.19995  2.66449  -0.48832  -1.81
C  1.89477  3.11380  0.29739  -1.82
C  3.73246  3.12976  1.93551  -1.69
H  7.73937  -1.23701  2.55212  0.44
H  6.65402  0.09988  2.89439  0.40
H  7.07076  -0.30763  1.22016  0.43
H  6.30605  -2.73793  3.95431  0.45
H  4.59875  -2.95772  3.58683  0.36
H  5.18063  -1.41684  4.24797  0.31
H  7.02599  -3.29849  1.55416  0.48
H  6.17933  -2.55085  0.20035  0.36
H  5.33795  -3.68550  1.26005  0.33
H  3.28581  -2.92757  1.63045  0.58
H  5.16534  0.89950  1.47818  0.47
H  3.85722  2.16779  -1.39684  0.36
H  5.19479  2.28900  -0.25536  0.35
H  4.28686  3.73101  -0.69433  0.50
H  1.48239  2.72585  -0.63338  0.13
H  2.08611  4.17844  0.16304  0.64
H  1.14993  3.00737  1.08828  0.34
H  4.71134  2.76958  2.24326  0.35
H  3.04230  2.99601  2.77249  0.35
H  3.82251  4.20068  1.75574  0.50
N  -0.40517  -4.63806  -4.74669  -0.51
C  -0.08090  -3.61905  -4.33200  -0.30
C  0.29001  -2.33757  -3.80449  -0.01
C  1.16565  -1.48978  -4.47377  -0.45
C  1.44877  -0.26373  -3.89813  -1.32
C  0.85002  0.05944  -2.69053  -0.04
N  0.01512  -0.75004  -2.04063  0.76
C  -0.25194  -1.92520  -2.59132  -0.31
H  1.60591  -1.78777  -5.41521  0.55
H  2.11631  0.43588  -4.37931  0.53
H  1.04549  1.01655  -2.22103  0.32
H  -0.92553  -2.58969  -2.06016  0.81
Cl  -6.94649  0.70211  -3.40999  -0.18
C  -5.81655  1.97703  -3.70055  1.03
C  -6.27083  3.18516  -4.20414  -0.53
C  -5.37443  4.22021  -4.42134  -0.61
C  -4.02481  4.04625  -4.15328  -0.64
C  -3.59111  2.82472  -3.66836  1.07
Cl  -1.88117  2.57334  -3.42490  -0.10
C  -4.46618  1.76600  -3.41053  -2.02
N  -4.01025  0.56125  -2.87310  1.01
C  -3.86193  -0.59365  -3.64675  0.79
C  -3.89114  -0.53041  -5.03855  -0.41
C  -3.62731  -1.65652  -5.79662  -0.83
C  -3.31725  -2.86352  -5.18094  -0.84
C  -3.33830  -2.93702  -3.79696  -0.67
C  -3.63185  -1.82537  -3.01369  0.79
C  -3.82147  -2.03569  -1.52707  -1.78
C  -2.76189  -1.49372  -0.61433  0.55
O  -2.28359  -2.13151  0.33640  -0.65
O  -2.34660  -0.26742  -0.75731  0.29
H  -7.32301  3.30894  -4.41304  0.48
H  -5.72725  5.16217  -4.81576  0.44
H  -3.30996  4.83138  -4.35229  0.51
H  -3.36430  0.63554  -2.10003  -0.35
H  -4.10026  0.41337  -5.52499  0.53
H  -3.65017  -1.58648  -6.87533  0.44
H  -3.08668  -3.74140  -5.76667  0.47
H  -3.15837  -3.88993  -3.31351  0.41
H  -3.90416  -3.10144  -1.32023  0.59
H  -4.75725  -1.56956  -1.19242  0.23

No. 2
The following is a quantum chemistry calculation of a structure of composition C48H45Cl3F6GeN6O5P2Se2Ti at a distorted geometry, from OMol25.

Properties
Total charge = -2
Frontier orbital gap = 5.84 eV
2S+1 = 1

Last column: Mulliken charge in e.
Element x y z (Å)
Ti  1.94879  -0.74021  -1.41625  0.10
Cl  3.80957  1.46634  -1.15656  -0.05
C  4.33202  1.99438  0.44088  -0.74
Cl  3.41247  1.30025  1.78679  -0.01
H  4.21219  3.07149  0.48194  0.43
H  5.36207  1.67959  0.56205  0.44
Se  -3.58846  -2.13940  2.43533  -0.44
P  -3.05884  -0.17037  1.88628  0.58
C  -3.14119  0.85372  3.38573  0.53
C  -4.37281  1.25212  3.90117  -0.14
C  -4.44776  1.82892  5.15792  -0.74
C  -3.29727  1.98669  5.92046  -0.52
C  -2.07432  1.56849  5.42001  -0.61
C  -1.99399  1.00554  4.15480  -0.58
C  -4.27123  0.51196  0.71401  0.24
C  -4.66507  1.84420  0.74088  0.23
C  -5.64969  2.30340  -0.12042  -0.87
C  -6.23375  1.43363  -1.02884  -0.52
C  -5.83006  0.10641  -1.07460  -0.92
C  -4.86029  -0.35759  -0.19944  -0.45
C  -1.38314  -0.06035  1.18706  -0.72
C  -0.55773  0.78722  0.41813  -0.54
N  0.57210  0.08090  0.17665  0.64
N  0.44539  -1.10107  0.76612  0.81
N  -0.70188  -1.21410  1.36041  -0.63
P  -0.59890  2.56113  0.01919  0.57
Se  1.12109  3.48238  -0.73923  -0.30
C  -0.98239  3.39499  1.59611  0.52
C  -2.09876  4.17963  1.84083  0.07
C  -2.19648  4.91173  3.02036  -0.82
C  -1.17531  4.86734  3.95294  -0.58
C  -0.05450  4.07866  3.71428  -0.63
C  0.04080  3.34679  2.54691  -0.86
C  -1.96145  2.74989  -1.15484  0.85
C  -2.38922  4.02829  -1.51275  -0.26
C  -3.30927  4.18812  -2.53434  -1.08
C  -3.77291  3.07919  -3.23330  -0.63
C  -3.32392  1.81160  -2.90252  -0.57
C  -2.42838  1.64308  -1.85649  0.39
H  -5.27651  1.08070  3.32894  0.45
H  -5.40870  2.13870  5.55021  0.39
H  -3.35588  2.43724  6.90371  0.39
H  -1.17662  1.68088  6.01423  0.44
H  -1.04097  0.66737  3.76637  0.45
H  -4.20935  2.52299  1.44540  0.56
H  -5.95021  3.34318  -0.08852  0.38
H  -6.99770  1.79316  -1.70703  0.39
H  -6.27296  -0.57307  -1.79144  0.42
H  -4.56372  -1.39853  -0.20504  0.21
H  -2.88789  4.24864  1.10578  0.43
H  -3.07352  5.52117  3.20157  0.41
H  -1.25372  5.44045  4.86870  0.37
H  0.74721  4.03578  4.44100  0.50
H  0.92916  2.75857  2.34453  0.29
H  -1.95776  4.89404  -1.02507  0.55
H  -3.63955  5.18165  -2.81152  0.39
H  -4.46899  3.20904  -4.05273  0.41
H  -3.65757  0.94802  -3.46236  0.43
H  -2.06143  0.65166  -1.61749  -0.46
N  -0.59474  -0.27843  -3.69209  0.29
C  0.32649  0.70192  -3.49819  0.95
O  1.03798  0.62389  -2.43978  -0.22
C  0.43085  1.77483  -4.40052  1.27
C  -0.43993  1.82722  -5.51342  -0.74
N  -1.15620  1.87294  -6.42076  -0.79
C  1.42841  2.77544  -4.26374  -0.31
N  2.24962  3.58368  -4.21174  -0.79
H  -0.30668  -1.15403  -3.23041  -0.55
H  -0.98107  -0.36303  -4.61970  0.34
C  -0.71320  -4.86710  -2.77028  -1.63
Ge  -0.47744  -3.43255  -1.41952  1.09
C  -2.21018  -2.48278  -1.44716  -0.93
C  -0.44708  -4.44289  0.27428  -1.21
C  1.01546  -2.35864  -1.91082  -0.29
H  -1.66016  -5.38415  -2.59669  0.39
H  0.09507  -5.59847  -2.69807  0.37
H  -0.71238  -4.46474  -3.78488  0.39
H  -2.98178  -3.15711  -1.06735  0.56
H  -2.48372  -2.16392  -2.45536  0.45
H  -2.18361  -1.60496  -0.80256  -0.22
H  -1.32661  -5.08986  0.31110  0.46
H  -0.47353  -3.77445  1.13322  0.18
H  0.44761  -5.06776  0.32735  0.34
H  1.72174  -3.02694  -2.41987  -0.20
C  4.62875  -2.85287  -3.30640  -1.84
C  3.90364  -1.58483  -3.75177  0.85
O  3.24894  -0.99120  -2.72534  0.75
C  2.94369  -1.92925  -4.94145  0.32
F  2.47163  -3.18537  -4.84837  -0.31
F  1.90125  -1.11377  -5.01686  -0.12
F  3.57699  -1.86948  -6.13574  -0.34
C  4.96307  -0.56694  -4.25947  0.33
F  5.68745  -0.11095  -3.23586  -0.20
F  5.84748  -1.10989  -5.12820  -0.32
F  4.40402  0.48575  -4.86276  -0.23
H  3.89733  -3.53767  -2.88082  0.28
H  5.34196  -2.58624  -2.52821  0.40
H  5.13423  -3.33655  -4.14234  0.46
C  1.83864  -3.40704  3.34755  -1.45
C  3.03993  -2.53762  3.56988  1.27
C  3.00020  -1.49947  4.49510  -0.97
C  4.10279  -0.68805  4.68730  0.42
Cl  4.01473  0.60797  5.86214  -0.29
C  5.26850  -0.87360  3.96899  -0.80
C  5.31972  -1.90431  3.04369  -0.16
C  4.22357  -2.73118  2.84966  0.20
O  4.34096  -3.77522  1.95852  -0.61
C  3.73303  -3.55710  0.67036  -0.12
C  4.12105  -2.19365  0.07399  0.49
O  5.28492  -1.96672  -0.21315  -0.71
O  3.13081  -1.37517  -0.02649  -0.46
H  1.19970  -3.42127  4.23068  0.51
H  2.13772  -4.42688  3.10632  0.35
H  1.25079  -3.02532  2.51533  0.04
H  2.09692  -1.32385  5.06599  0.42
H  6.11141  -0.21212  4.11263  0.42
H  6.19949  -2.06716  2.43593  0.46
H  2.64766  -3.63231  0.73358  -0.15
H  4.12116  -4.34540  0.02571  0.32

| no. | total energy (eV) |
| --- | --- |
| 1 | -165775.6528 |
| 2 | -352465.4333 |